Entry 1:
DFT (ωB97M-V/def2-TZVPD) results for the ion C7H15N2 with charge +1.

Output
Multiplicity   3
DFT total energy   -10470.39478 eV
Orbital gap (spin up / spin down)   6.632 / 8.137 eV
LUMO (spin up / spin down)   -2.627 / -6.234 eV
Net charge   +1
ΔE to the lowest compared entry with this formula, charge and spin   33.7 kcal per mole

The geometry in XYZ format:
```
24
C7H15N2 | OMol25 | ωB97M-V/def2-TZVPD
C 0.937 1.253 0.072
C 3.218 0.626 -0.806
C 2.361 0.592 0.195
C -0.434 0.596 -0.411
C -0.959 -0.597 0.299
C -0.334 -1.059 1.595
C -2.415 -0.954 0.131
N -1.248 1.360 -1.218
N -0.165 -0.838 -0.937
H 0.706 1.668 1.057
H 1.081 2.102 -0.600
H 4.213 0.235 -0.701
H 2.977 1.066 -1.759
H 2.591 0.146 1.149
H 0.558 -1.656 1.414
H -1.036 -1.670 2.153
H -0.055 -0.215 2.220
H -2.539 -2.033 0.197
H -2.804 -0.617 -0.827
H -2.997 -0.498 0.928
H -2.141 1.625 -0.831
H -0.792 2.113 -1.712
H -0.656 -1.172 -1.762
H 0.795 -1.169 -0.862
```


Entry 2:
DFT (ωB97M-V/def2-TZVPD) results for the ion C7H15N2O with charge +1.

Output
Multiplicity   1
DFT total energy   -12518.68900 eV
Orbital gap (spin up / spin down)   5.532 / 10.164 eV
LUMO (spin up / spin down)   -4.676 / -2.812 eV
Net charge   +1
ΔE to the lowest compared entry with this formula, charge and spin   137.8 kcal per mole

The geometry in XYZ format:
```
25
C7H15N2O | OMol25 | ωB97M-V/def2-TZVPD
C 0.359 1.424 0.775
C 0.576 -1.207 1.217
C 1.551 -0.750 -0.994
C -0.317 0.047 0.991
C 1.134 0.634 -1.390
C -1.499 -0.329 -0.032
C -2.645 0.509 -0.318
N 1.380 1.508 -0.307
N 1.842 -0.991 0.406
O -1.322 -1.538 -0.574
H -0.521 2.143 0.604
H 0.787 1.583 1.752
H 0.922 -1.454 2.223
H 0.160 -2.212 0.961
H 0.785 -1.409 -1.531
H 2.432 -0.956 -1.603
H -0.868 0.190 1.874
H 0.075 0.722 -1.727
H -3.243 0.676 0.557
H -3.219 -0.175 -0.940
H -2.569 1.392 -0.894
H 1.594 2.505 -0.532
H 2.222 1.087 0.177
H 2.465 -1.749 0.508
H -2.083 -1.648 -1.201
```


Entry 3:
DFT (ωB97M-V/def2-TZVPD) results for a cluster of 2 separate species, C7H15N2O3P in total.

Output
Multiplicity   1
DFT total energy   -25912.45964 eV
Orbital gap   10.045 eV
LUMO   0.447 eV
Net charge   0
ΔE to the lowest compared entry with this formula, charge and spin   11.8 kcal per mole

The geometry in XYZ format:
```
28
C7H15N2O3P | OMol25 | ωB97M-V/def2-TZVPD
H -1.877 0.315 1.665
N -2.633 0.469 1.002
C -2.915 -0.622 0.410
C -2.169 -1.916 0.531
C -3.979 -0.591 -0.593
N -4.728 -0.437 -1.431
H -1.425 -2.077 -0.155
H -1.620 -1.853 1.478
H -2.912 -2.613 0.293
C 2.626 -1.804 -1.069
C 3.190 -0.484 -0.378
O 2.413 -0.091 0.720
P 0.792 -0.024 0.562
O 0.440 -0.629 2.015
O 0.552 1.559 0.984
C 0.317 2.692 0.162
C -0.652 2.188 -0.930
H 3.365 -2.172 -1.725
H 2.396 -2.388 -0.199
H 1.856 -1.692 -1.772
H 3.243 0.367 -1.232
H 4.261 -0.543 -0.156
H 1.040 -0.307 2.664
H -0.071 3.434 0.738
H 1.197 3.057 -0.342
H -1.613 1.909 -0.302
H -0.738 2.954 -1.666
H -0.355 1.301 -1.273
```


Entry 4:
DFT (ωB97M-V/def2-TZVPD) results for a cluster of 2 separate species, C7H15N3Si in total.

Output
Multiplicity   1
DFT total energy   -19844.17954 eV
Orbital gap   8.419 eV
LUMO   0.705 eV
Net charge   0
ΔE to the lowest compared entry with this formula, charge and spin   111.2 kcal per mole

The geometry in XYZ format:
```
26
C7H15N3Si | OMol25 | ωB97M-V/def2-TZVPD
C 0.183 1.371 1.643
Si 0.203 1.195 -0.113
N -0.540 2.388 -1.263
C -0.479 3.706 -0.804
C -1.806 3.122 -0.915
N 0.698 -0.113 -1.067
C 1.832 -0.829 -1.390
C 0.802 -0.637 -2.369
H -0.282 2.281 1.994
H 1.078 1.067 2.119
H 0.044 4.401 -1.437
H -0.060 3.824 0.195
H -2.365 2.857 -0.053
H -2.565 3.267 -1.826
H 1.825 -1.813 -0.953
H 2.809 -0.317 -1.568
H 1.033 0.039 -3.152
H 0.126 -1.428 -2.852
C -0.687 -3.662 1.616
C 0.417 -2.838 2.110
N -0.398 -2.451 0.886
H -0.590 -4.679 1.168
H -1.697 -3.544 2.050
H 0.309 -2.358 3.109
H 1.375 -3.111 1.764
H -1.263 -1.738 1.110
```


Entry 5:
DFT (ωB97M-V/def2-TZVPD) results for a cluster of 2 separate species, C7H15NO in total.

Output
Multiplicity   1
DFT total energy   -11036.20569 eV
Orbital gap   9.176 eV
LUMO   0.914 eV
Net charge   0
ΔE to the lowest compared entry with this formula, charge and spin   103.1 kcal per mole

The geometry in XYZ format:
```
24
C7H15NO | OMol25 | ωB97M-V/def2-TZVPD
C 0.665 2.287 0.266
C -0.012 -1.994 1.788
C -2.596 -1.988 -0.363
C 2.651 3.275 -0.820
C 0.488 -0.970 0.804
C -1.654 -0.879 -0.896
C -0.170 -1.003 -0.684
N 1.415 2.526 -0.816
O 0.615 -0.944 -1.651
H 1.130 2.818 1.210
H -1.045 -1.651 2.129
H -0.109 -3.085 1.352
H 0.570 -2.145 2.716
H -3.599 -1.567 -0.392
H -2.307 -2.223 0.611
H -2.611 -2.870 -1.068
H 3.544 2.688 -1.073
H 2.825 3.580 0.172
H 2.563 4.135 -1.454
H 1.594 -1.067 0.637
H 0.292 0.103 1.246
H -2.111 0.091 -0.569
H -1.744 -0.889 -1.960
H 1.067 1.847 -1.472
```


Entry 6:
DFT (ωB97M-V/def2-TZVPD) results for the molecule C7H15NO.

Output
Multiplicity   1
DFT total energy   -11038.03672 eV
Orbital gap   9.649 eV
LUMO   0.731 eV
Net charge   0
ΔE to the lowest compared entry with this formula, charge and spin   60.8 kcal per mole

The geometry in XYZ format:
```
24
C7H15NO | OMol25 | ωB97M-V/def2-TZVPD
C 2.182 -0.949 -0.553
C 1.075 -0.156 0.060
C 1.660 0.922 0.972
N -0.045 -1.074 0.554
C -1.106 -0.230 0.078
C -2.125 -1.058 -0.564
C -1.698 0.816 1.019
C -0.027 0.365 -0.892
O -0.211 1.702 -1.250
H 1.943 -2.027 -0.722
H 2.455 -0.543 -1.592
H 3.152 -0.989 0.058
H 2.432 1.450 0.435
H 2.122 0.239 1.753
H 1.025 1.453 1.521
H 0.037 -1.345 1.526
H -2.625 -1.481 0.324
H -1.807 -1.829 -1.285
H -2.925 -0.483 -1.086
H -2.271 1.550 0.332
H -2.523 0.539 1.640
H -0.964 1.397 1.649
H -0.042 -0.203 -1.893
H 0.285 1.935 -2.083
```


Entry 7:
DFT (ωB97M-V/def2-TZVPD) results for the molecule C7H15NO.

Output
Multiplicity   1
DFT total energy   -11039.47174 eV
Orbital gap   9.692 eV
LUMO   1.067 eV
Net charge   0
ΔE to the lowest compared entry with this formula, charge and spin   27.7 kcal per mole

The geometry in XYZ format:
```
24
C7H15NO | OMol25 | ωB97M-V/def2-TZVPD
C -2.361 -1.122 1.317
C -1.555 -0.367 0.273
C -0.955 0.919 0.812
N 0.014 1.394 -0.160
C 1.117 0.394 -0.681
C 1.824 1.063 -1.851
C 2.085 0.118 0.465
O 0.506 -0.768 -1.184
C -0.391 -1.423 -0.334
H -1.704 -1.538 2.083
H -3.061 -0.454 1.813
H -2.900 -1.947 0.872
H -2.168 -0.148 -0.601
H -1.716 1.692 0.972
H -0.438 0.745 1.761
H -0.495 1.694 -0.994
H 1.194 1.049 -2.741
H 2.758 0.551 -2.065
H 2.036 2.100 -1.588
H 1.540 -0.240 1.366
H 2.615 1.018 0.706
H 2.783 -0.659 0.181
H -0.859 -2.202 -0.942
H 0.130 -1.868 0.521
```


Entry 8:
DFT (ωB97M-V/def2-TZVPD) results for the molecule C7H15NO.

Output
Multiplicity   1
DFT total energy   -11039.43160 eV
Orbital gap   9.605 eV
LUMO   0.770 eV
Net charge   0
ΔE to the lowest compared entry with this formula, charge and spin   28.7 kcal per mole

The geometry in XYZ format:
```
24
C7H15NO | OMol25 | ωB97M-V/def2-TZVPD
C 1.901 -1.107 0.710
C 0.970 -0.154 -0.025
C 1.757 0.921 -0.758
C -0.092 -0.838 -0.888
C -1.244 -0.157 0.024
C -2.075 0.847 -0.752
N -2.111 -1.057 0.729
C -0.161 0.460 0.928
O -0.234 1.855 1.037
H 2.559 -1.606 0.000
H 2.512 -0.569 1.434
H 1.335 -1.870 1.242
H 2.446 1.428 -0.082
H 2.334 0.470 -1.563
H 1.086 1.663 -1.185
H -0.106 -0.534 -1.932
H -0.087 -1.926 -0.823
H -1.436 1.594 -1.210
H -2.756 1.347 -0.067
H -2.649 0.339 -1.524
H -2.772 -1.497 0.100
H -1.591 -1.776 1.218
H -0.154 -0.004 1.923
H 0.568 2.170 1.464
```


Entry 9:
DFT (ωB97M-V/def2-TZVPD) results for the molecule C7H15NO.

Output
Multiplicity   1
DFT total energy   -11037.18149 eV
Orbital gap   8.696 eV
LUMO   0.809 eV
Net charge   0
ΔE to the lowest compared entry with this formula, charge and spin   80.6 kcal per mole

The geometry in XYZ format:
```
24
C7H15NO | OMol25 | ωB97M-V/def2-TZVPD
C -1.175 -2.167 -0.990
C -0.602 -0.961 -0.923
C 0.768 -0.212 -1.814
C -0.794 0.012 0.226
C -1.614 1.217 -0.260
O -1.520 -0.528 1.318
N 0.550 0.360 0.716
C 1.546 -0.648 1.029
C 0.853 1.702 1.168
H -0.951 -2.851 -1.803
H -1.870 -2.521 -0.226
H 1.256 -1.090 -2.232
H 1.539 0.496 -1.505
H 0.222 0.316 -2.593
H -1.734 1.970 0.522
H -2.615 0.872 -0.533
H -1.170 1.705 -1.131
H -0.922 -1.164 1.735
H 1.705 -0.687 2.111
H 1.236 -1.648 0.722
H 2.493 -0.390 0.546
H 0.868 2.402 0.331
H 1.815 1.770 1.685
H 0.117 2.045 1.902
```